C31H25F2NS | the ωB97M-V functional and the def2-TZVPD basis

Positions of all 60 atoms, in Å:
C -7.5896 -6.0039 -1.0803
C -6.8259 -6.0897 -2.2306
C -5.4961 -5.6814 -2.2171
C -4.9233 -5.1773 -1.0600
C -3.4857 -4.6983 -1.0399
C -3.4007 -3.1945 -0.8903
C -3.9501 -2.3618 -1.8620
C -3.8930 -0.9831 -1.7292
C -3.3022 -0.4130 -0.6115
C -2.7462 -1.2386 0.3572
C -2.7892 -2.6241 0.2158
S -2.0029 -0.5011 1.7789
C -1.3029 0.9162 0.9887
C -0.0725 1.4213 1.3975
C 0.4516 2.5400 0.7652
C -0.2393 3.1340 -0.2823
C -1.4620 2.6205 -0.6934
C -2.0103 1.5201 -0.0477
N -3.2887 1.0179 -0.4601
C -5.7022 -5.0891 0.0895
C -7.0261 -5.4996 0.0813
H -8.6211 -6.3346 -1.0918
H -7.2624 -6.4747 -3.1449
H -4.9032 -5.7514 -3.1227
H -2.9660 -5.1746 -0.2075
H -3.0184 -4.9845 -1.9838
H -4.4387 -2.8056 -2.7242
H -4.3166 -0.3268 -2.4804
H -2.3463 -3.2558 0.9792
H 0.4654 0.9366 2.2041
H 1.4077 2.9483 1.0669
H 0.1779 3.9981 -0.7858
H -2.0197 3.0640 -1.5095
H -3.9901 1.2631 0.2356
H -5.2557 -4.6764 0.9898
H -7.6145 -5.4238 0.9887
F 2.8388 4.0708 2.3414
C 3.7626 3.3764 3.0470
C 5.0646 3.3683 2.5948
C 6.0085 2.6494 3.3134
C 5.6373 1.9581 4.4585
C 4.3166 1.9823 4.8875
C 3.3617 2.6978 4.1795
H 5.3248 3.9104 1.6969
H 7.0340 2.6285 2.9715
H 6.3762 1.3974 5.0147
H 4.0251 1.4400 5.7770
H 2.3276 2.7361 4.4949
F 6.9198 2.3934 0.2052
C 6.3601 2.7488 -0.9727
C 7.1865 3.0588 -2.0333
C 6.6050 3.4215 -3.2396
C 5.2234 3.4702 -3.3669
C 4.4171 3.1511 -2.2832
C 4.9833 2.7836 -1.0709
H 8.2600 3.0168 -1.9093
H 7.2361 3.6654 -4.0836
H 4.7765 3.7537 -4.3100
H 3.3399 3.1850 -2.3786
H 4.3730 2.5197 -0.2177

Results
E (eV): -50313.4330
M (g mol⁻¹): 481.61
SMILES: c1ccc(Cc2ccc3c(c2)Sc2ccccc2N3)cc1.Fc1ccccc1.Fc1ccccc1
Charge: 0
Frontier orbital gap (eV): 8.852



C31H25N3OPPdSe | the ωB97M-V functional and the def2-TZVPD basis

Positions of all 63 atoms, in Å:
Pd -0.4052 1.6794 0.6889
C 4.7064 -0.7669 0.4103
C 4.8276 0.3483 -0.4087
C 3.8289 1.2911 -0.4751
C 2.6583 1.1275 0.2894
C 2.5507 0.0029 1.1222
C 3.5558 -0.9371 1.1702
N 1.6313 2.0246 0.2542
N 1.9081 3.2137 -0.2321
C 0.8969 4.0955 -0.1238
C 1.0756 5.4234 -0.5520
C 0.0443 6.3277 -0.4370
C -1.1758 5.9356 0.0968
C -1.3634 4.6246 0.5323
C -0.3431 3.6957 0.4632
H 5.5093 -1.4907 0.4484
H 5.7205 0.4734 -1.0076
H 3.9127 2.1648 -1.1042
H 1.6777 -0.0669 1.7650
H 3.4471 -1.8029 1.8133
H 2.0248 5.7069 -0.9882
H 0.1883 7.3555 -0.7471
H -1.9928 6.6430 0.1802
H -2.3231 4.3522 0.9607
O -1.3712 2.1773 -1.9140
N -1.7520 0.9849 -1.3206
C -2.9894 0.8007 -1.0370
C -3.3638 -0.4440 -0.4317
C -4.7020 -0.8495 -0.4101
C -5.0546 -2.0703 0.1231
C -4.0754 -2.8974 0.6575
C -2.7530 -2.4916 0.6763
C -2.3692 -1.2709 0.1337
P -0.6478 -0.6523 0.2434
C 0.0358 -1.2270 -1.3467
C -0.2756 -2.4804 -1.8583
C 0.3263 -2.9097 -3.0272
C 1.2459 -2.1041 -3.6814
C 1.5209 -0.8374 -3.1944
C 0.9034 -0.3943 -2.0405
C -0.0185 -1.9132 1.4213
C 0.8043 -2.9918 1.1221
C 1.1541 -3.8856 2.1209
C 0.7149 -3.6988 3.4206
C -0.0652 -2.5955 3.7331
C -0.4285 -1.7085 2.7393
H -2.0497 2.8688 -1.7630
H -3.7466 1.5687 -1.2111
H -5.4560 -0.1889 -0.8176
H -6.0876 -2.3904 0.1237
H -4.3371 -3.8604 1.0737
H -2.0118 -3.1437 1.1171
H -0.9927 -3.1078 -1.3430
H 0.0828 -3.8809 -3.4335
H 1.7299 -2.4579 -4.5834
H 2.2136 -0.1893 -3.7105
H 1.0760 0.6113 -1.6788
H 1.1812 -3.1269 0.1172
H 1.7669 -4.7445 1.8840
H 1.0011 -4.4004 4.1920
H -0.3918 -2.4256 4.7482
H -1.0365 -0.8371 2.9653
Se -2.3399 1.7432 2.0712

Results
E (eV): -117184.0385
M (g mol⁻¹): 671.92
Charge: -1
Frontier orbital gap (spin up / spin down) (eV): 4.294 / 4.292
Energy relative to the best compared isomer or geometry (same formula, charge and spin) (kJ/mol): 129.5



C31H26MoN6O2S3 | the ωB97M-V functional and the def2-TZVPD basis

Positions of all 69 atoms, in Å:
Mo 0.9276 0.1247 -1.3992
C 0.0497 2.6946 2.2333
C 0.8058 1.9479 1.1665
N 0.1284 1.3416 0.2299
N -1.2309 1.5069 0.3130
C -1.9526 1.1439 -0.6844
S -1.4097 0.4524 -2.1743
S -3.6855 1.3018 -0.5442
C -3.8280 2.2353 1.0046
C -3.6455 1.4651 2.2906
C -3.1479 0.1710 2.3473
C -2.9836 -0.4620 3.5726
C -3.3130 0.1882 4.7510
C -3.8134 1.4820 4.7019
C -3.9778 2.1129 3.4798
C 2.2597 1.9522 1.2282
C 2.9171 2.8764 2.0599
C 4.2844 2.8939 2.2048
C 5.0603 1.9497 1.5328
C 4.4575 1.0351 0.7019
C 3.0669 1.0406 0.5026
O 2.5511 0.1959 -0.3546
H -0.9103 2.2170 2.4006
H -0.1362 3.7214 1.9076
H 0.6070 2.7188 3.1654
H -4.8294 2.6659 0.9644
H -3.0989 3.0432 0.9415
H -2.8868 -0.3499 1.4346
H -2.5984 -1.4737 3.6018
H -3.1832 -0.3088 5.7040
H -4.0809 1.9957 5.6168
H -4.3685 3.1240 3.4407
H 2.3348 3.6161 2.5909
H 4.7521 3.6358 2.8379
H 6.1354 1.9414 1.6590
H 5.0351 0.2979 0.1578
C 0.7219 -3.1562 -4.3513
C 1.1078 -1.9571 -3.5554
N 0.5914 -1.6669 -2.3827
N -0.2838 -2.5471 -1.8405
C -0.5325 -2.2008 -0.5978
O 0.0839 -1.2058 -0.0647
C -1.4940 -2.9980 0.1780
C -2.3093 -3.9358 -0.4553
C -3.1963 -4.6938 0.2875
C -3.2755 -4.5248 1.6643
C -2.4729 -3.5847 2.2942
C -1.5878 -2.8175 1.5552
C 2.1449 -1.0448 -3.9405
C 2.9295 -1.1688 -5.0861
C 3.9735 -0.2913 -5.2816
C 4.2216 0.6801 -4.3161
C 3.3877 0.7633 -3.2221
N 2.3502 -0.0580 -3.0396
H -0.0683 -3.6909 -3.8365
H 1.5784 -3.8221 -4.4763
H 0.3722 -2.8582 -5.3417
H -2.2396 -4.0472 -1.5279
H -3.8301 -5.4188 -0.2067
H -3.9644 -5.1254 2.2442
H -2.5365 -3.4536 3.3670
H -0.9581 -2.0742 2.0285
H 2.7122 -1.9579 -5.7920
H 4.5946 -0.3590 -6.1645
H 5.0439 1.3727 -4.4184
H 3.5368 1.5207 -2.4665
S 0.8520 4.6826 -2.5740
C 1.0464 3.1450 -2.2508
N 1.2078 1.9993 -2.0167

Results
E (eV): -79968.4971
M (g mol⁻¹): 706.73
Charge: 0
Frontier orbital gap (spin up / spin down) (eV): 6.465 / 6.092
Energy relative to the best compared isomer or geometry (same formula, charge and spin) (kJ/mol): 9.2
Spin multiplicity: 3



C31H27AsF5N2OS5SbTc | the ωB97M-V functional and the def2-TZVPD basis

Positions of all 74 atoms, in Å:
Tc 1.8434 -0.0134 -1.2564
F 5.5705 1.1777 5.0684
C 5.5579 0.7349 3.8253
C 4.3943 0.2141 3.2871
F 3.2868 0.1515 4.0201
C 4.3897 -0.2362 1.9814
F 3.2499 -0.7497 1.5166
C 5.5217 -0.1831 1.1783
S 5.4973 -0.7853 -0.4871
C 6.6871 0.3108 1.7575
F 7.8130 0.3446 1.0573
C 6.7112 0.7822 3.0577
F 7.8284 1.2672 3.5756
S 0.5070 3.9842 -4.5287
Sb 4.3393 2.1085 -2.2880
S 2.9722 0.2907 -3.1589
S 2.9087 1.7900 -0.3726
S 6.2543 0.8100 -1.5377
O 2.5736 -4.1447 -0.5225
C 2.3682 -3.0164 -0.7255
N 2.1483 -1.8519 -0.9329
C -4.2344 3.5831 3.1432
C -3.3203 2.6235 2.4408
C -3.7722 1.3937 1.9890
C -2.9557 0.4798 1.3250
C -3.5980 -0.8332 0.9549
C -1.6161 0.8485 1.0948
As -0.3386 -0.2707 0.1476
N 0.1149 0.5388 -1.5333
C -0.4009 1.5253 -2.4097
C -0.1926 1.4130 -3.7327
C -0.5634 2.4895 -4.6467
C -1.2402 3.6816 -4.0549
C -1.5942 3.6179 -2.6327
C -1.1760 2.6197 -1.8467
C -1.0604 -1.9893 -0.3534
C -0.6327 -3.0485 0.4536
C 0.1528 -2.8668 1.7270
C -0.9844 -4.3463 0.0931
C -1.7453 -4.6094 -1.0338
C -2.1123 -6.0144 -1.4161
C -2.1841 -3.5321 -1.7989
C -1.8629 -2.2221 -1.4824
C -2.4264 -1.1260 -2.3425
C -1.1164 2.0603 1.6058
C 0.3235 2.4635 1.4570
C -1.9775 2.9298 2.2539
H -5.2504 3.1967 3.2001
H -4.2611 4.5419 2.6231
H -3.8838 3.7741 4.1588
H -4.8053 1.1187 2.1661
H -4.5689 -0.8990 1.4412
H -3.0110 -1.6916 1.2731
H -3.7624 -0.9287 -0.1178
H 0.2917 0.5358 -4.1396
H -0.7917 2.2198 -5.6686
H -1.9173 4.2294 -4.6960
H -2.2409 4.3910 -2.2384
H -1.4585 2.5842 -0.8039
H 0.4531 -1.8370 1.9286
H 1.0594 -3.4745 1.7154
H -0.4438 -3.1967 2.5793
H -0.6470 -5.1697 0.7132
H -1.6151 -6.7413 -0.7763
H -1.8335 -6.2209 -2.4501
H -3.1895 -6.1683 -1.3316
H -2.8093 -3.7206 -2.6659
H -3.4037 -1.4203 -2.7257
H -1.7873 -0.9216 -3.2007
H -2.5551 -0.1896 -1.7982
H 1.0030 1.6348 1.6657
H 0.5655 3.2687 2.1482
H 0.5369 2.8249 0.4479
H -1.5830 3.8650 2.6356

Results
E (eV): -174945.4263
M (g mol⁻¹): 993.58
Charge: +1
Frontier orbital gap (spin up / spin down) (eV): 5.747 / 5.749
Energy relative to the best compared isomer or geometry (same formula, charge and spin) (kJ/mol): 31.9



Q: Number 4 is which compound?
A: C31H27AsF5N2OS5SbTc



Q: Among the records above, which one has the highest charge?
A: C31H27AsF5N2OS5SbTc



Q: Among the records above, which one has the lowest E?
A: C31H27AsF5N2OS5SbTc



Q: Which formula does entry 3 have?
A: C31H26MoN6O2S3